No. 1
{
  "formula": "C4H2O2",
  "method": "the ωB97M-V functional and the def2-TZVPD basis",
  "homo_energy_ev": [-7.8989, -7.8858],
  "e_lumo_ev": [-0.7220, -0.7379],
  "max_force_ev_per_a": 7.59,
  "relative_energy_kj_mol": 566.39,
  "total_charge": 0,
  "elements": ["C", "C", "C", "C", "O", "O", "H", "H"],
  "coordinates": [[0.90, 0.68, 0.07], [0.59, -0.68, 0.21], [0.72, 1.93, 0.05], [-1.75, -0.55, 0.00], [-0.69, -1.07, 0.07], [-2.80, -0.07, 0.42], [1.71, 1.11, -0.56], [1.33, -1.35, -0.26]]
}

=====

No. 2
{
  "formula": "C18H24F6N7O5RuS3Se",
  "method": "the ωB97M-V functional and the def2-TZVPD basis",
  "homo_energy_ev": [-7.7672, -7.6342],
  "e_lumo_ev": [-0.4212, -0.3900],
  "max_force_ev_per_a": 0.97,
  "spin_multiplicity": 2,
  "relative_energy_kj_mol": 13.63,
  "total_charge": 0,
  "elements": ["Ru", "C", "C", "N", "N", "C", "N", "S", "C", "C", "C", "C", "C", "N", "H", "H", "H", "H", "H", "H", "H", "H", "H", "F", "C", "F", "F", "S", "O", "O", "N", "S", "O", "O", "C", "F", "F", "F", "C", "C", "C", "O", "H", "H", "H", "H", "H", "H", "H", "C", "N", "C", "C", "N", "C", "C", "Se", "H", "H", "H", "H", "H", "H", "H", "H"],
  "coordinates": [[-0.38, -0.44, -0.56], [2.31, -2.03, -3.64], [1.70, -1.26, -2.51], [0.60, -1.59, -1.95], [0.00, -2.75, -2.39], [-1.29, -2.73, -2.25], [-2.00, -3.81, -2.66], [-2.18, -1.38, -1.58], [2.38, -0.10, -1.92], [3.62, 0.33, -2.38], [4.25, 1.39, -1.75], [3.62, 1.98, -0.68], [2.38, 1.50, -0.28], [1.76, 0.49, -0.88], [1.54, -2.60, -4.16], [3.05, -2.74, -3.26], [2.80, -1.36, -4.34], [-1.55, -4.44, -3.30], [-3.00, -3.70, -2.74], [4.09, -0.17, -3.22], [5.21, 1.73, -2.09], [4.05, 2.82, -0.15], [1.86, 1.96, 0.55], [1.37, 5.51, 0.05], [0.54, 5.11, -0.91], [1.20, 4.29, -1.72], [0.16, 6.18, -1.61], [-0.91, 4.25, -0.17], [-0.32, 3.23, 0.66], [-1.68, 5.28, 0.44], [-1.61, 3.70, -1.46], [-1.77, 2.25, -2.00], [-0.61, 1.35, -1.97], [-3.03, 1.64, -1.68], [-1.88, 2.66, -3.79], [-0.82, 3.35, -4.19], [-2.98, 3.36, -4.03], [-1.94, 1.52, -4.47], [1.57, -0.38, 2.22], [0.79, -1.65, 1.95], [1.61, -2.89, 2.27], [0.38, -1.80, 0.61], [1.83, -0.32, 3.28], [0.96, 0.50, 1.98], [2.49, -0.36, 1.64], [-0.07, -1.64, 2.63], [2.48, -2.94, 1.62], [1.02, -3.79, 2.11], [1.95, -2.88, 3.31], [-2.98, -2.74, 1.55], [-2.59, -1.91, 2.68], [-2.53, -2.33, 4.00], [-2.10, -1.28, 4.73], [-1.90, -0.24, 3.85], [-1.39, 1.09, 4.18], [-2.19, -0.64, 2.59], [-2.16, 0.48, 1.11], [-3.38, -3.68, 1.93], [-2.11, -2.92, 0.92], [-3.74, -2.21, 0.97], [-2.79, -3.33, 4.29], [-1.92, -1.18, 5.78], [-1.14, 1.10, 5.24], [-2.13, 1.85, 3.97], [-0.50, 1.29, 3.58]]
}

=====

No. 3
{
  "formula": "C19H46AlClN13O6",
  "method": "the ωB97M-V functional and the def2-TZVPD basis",
  "homo_energy_ev": -4.6302,
  "e_lumo_ev": 1.9610,
  "max_force_ev_per_a": 2.77,
  "total_charge": -1,
  "elements": ["C", "C", "C", "C", "Al", "Cl", "C", "N", "C", "C", "C", "C", "C", "C", "C", "C", "H", "H", "H", "H", "H", "H", "H", "H", "H", "H", "H", "H", "H", "H", "H", "H", "H", "H", "H", "H", "H", "H", "C", "O", "N", "N", "H", "H", "H", "H", "C", "O", "N", "N", "H", "H", "H", "H", "C", "O", "N", "N", "H", "H", "H", "H", "C", "O", "N", "N", "H", "H", "H", "H", "C", "O", "N", "N", "H", "H", "H", "H", "C", "O", "N", "N", "H", "H", "H", "H"],
  "coordinates": [[2.61, 0.23, -4.00], [1.11, -0.06, -4.36], [0.78, -1.55, -4.80], [1.59, -2.67, -4.05], [0.70, -3.24, -2.28], [-1.24, -4.27, -2.91], [1.82, -4.69, -1.38], [1.44, -4.94, 0.05], [0.21, -1.67, -1.09], [1.37, -1.13, -0.20], [0.98, -0.38, 1.03], [1.94, 0.22, 1.94], [3.37, 0.08, 1.65], [3.77, -0.66, 0.46], [5.29, -0.82, 0.08], [2.79, -1.27, -0.47], [2.66, 1.27, -3.56], [3.28, 0.21, -4.90], [2.99, -0.47, -3.20], [0.87, 0.58, -5.25], [0.38, 0.28, -3.57], [0.89, -1.66, -5.91], [-0.32, -1.71, -4.57], [2.69, -2.47, -3.90], [1.54, -3.60, -4.70], [1.68, -5.65, -1.96], [2.92, -4.44, -1.51], [1.06, -4.08, 0.45], [2.27, -5.25, 0.54], [-0.22, -0.85, -1.71], [-0.61, -2.00, -0.38], [-0.12, -0.25, 1.26], [1.53, 0.78, 2.82], [4.09, 0.57, 2.35], [5.88, -1.33, 0.88], [5.39, -1.34, -0.90], [5.70, 0.22, -0.06], [3.14, -1.83, -1.37], [2.91, -2.47, 4.38], [2.98, -1.29, 4.72], [2.40, -2.86, 3.19], [3.35, -3.49, 5.18], [2.33, -3.82, 2.90], [2.06, -2.14, 2.57], [3.74, -3.23, 6.07], [3.31, -4.45, 4.92], [-2.56, 1.34, -4.86], [-1.34, 1.28, -4.92], [-3.23, 2.53, -4.84], [-3.35, 0.24, -4.80], [-4.23, 2.61, -4.79], [-2.68, 3.37, -4.87], [-2.89, -0.66, -4.82], [-4.35, 0.27, -4.75], [-2.39, 0.44, 3.18], [-1.55, -0.35, 2.78], [-2.24, 1.12, 4.35], [-3.53, 0.72, 2.49], [-2.91, 1.78, 4.70], [-1.41, 0.94, 4.88], [-3.67, 0.24, 1.61], [-4.22, 1.38, 2.80], [0.14, 2.73, 6.59], [-0.79, 1.95, 6.38], [1.30, 2.33, 7.17], [0.07, 4.05, 6.27], [2.07, 2.94, 7.35], [1.39, 1.36, 7.41], [-0.78, 4.38, 5.85], [0.82, 4.70, 6.44], [-5.76, 1.44, -0.65], [-4.92, 0.65, -0.26], [-6.94, 1.64, 0.00], [-5.58, 2.20, -1.77], [-7.64, 2.29, -0.31], [-7.11, 1.10, 0.83], [-4.71, 2.08, -2.27], [-6.25, 2.86, -2.11], [-1.37, 3.78, -1.38], [-2.21, 4.56, -1.81], [-1.32, 2.48, -1.75], [-0.41, 4.16, -0.48], [-0.63, 1.83, -1.41], [-2.01, 2.16, -2.41], [-0.42, 5.12, -0.18], [0.29, 3.54, -0.12]]
}

=====

For the records above, the corresponding E values read -303.79408; -5749.89186; -2617.80082 Eh.